1.
{
  "formula": "C24H41BrFN2O38PS9",
  "method": "ωB97M-V/def2-TZVPD",
  "species": ["O", "O", "H", "H", "H", "S", "O", "H", "C", "C", "H", "C", "C", "F", "C", "P", "O", "O", "H", "H", "O", "H", "O", "H", "C", "H", "O", "H", "S", "O", "O", "O", "S", "O", "S", "O", "H", "O", "C", "O", "H", "C", "H", "O", "C", "O", "S", "O", "O", "H", "H", "S", "S", "H", "O", "H", "O", "C", "H", "H", "O", "C", "O", "H", "C", "H", "C", "H", "C", "H", "O", "C", "H", "S", "H", "H", "H", "H", "C", "H", "C", "C", "N", "C", "C", "O", "O", "O", "O", "S", "O", "O", "O", "C", "O", "H", "H", "H", "O", "N", "H", "O", "Br", "C", "O", "H", "H", "H", "H", "C", "C", "H", "O", "H", "O", "H", "O"],
  "positions_angstrom": [[-2.64410, 4.78212, 3.57664], [-6.56203, -1.13802, -8.50563], [2.42535, 5.31361, 5.40629], [3.78879, -4.68574, 0.82433], [9.02540, -3.88588, 7.78983], [4.30070, 5.73255, 3.21080], [10.07975, -10.54256, 4.27613], [-8.08676, -2.46970, -8.82303], [8.61779, -8.20007, 2.10157], [-1.69492, -3.95929, -0.70301], [-5.27398, 8.12745, -5.30338], [-3.20430, -3.50644, -1.04114], [-4.24686, -4.31434, -0.07691], [0.36732, -3.14438, 0.74119], [-5.17411, 8.68607, -6.23850], [-3.53011, -1.62899, -0.91664], [9.34214, -4.07546, 5.74319], [-0.31911, 3.36271, 0.77183], [-5.30110, 2.95229, -5.95302], [-3.29242, 7.65597, -6.64838], [-1.74241, -2.91127, 1.61217], [6.68610, -8.12897, 3.10916], [-4.89225, 6.93275, -7.76344], [8.08728, -7.86410, 4.17762], [-8.78640, -0.42195, -8.64669], [-6.34453, 4.39914, -5.94625], [-0.31492, 5.62689, 3.60152], [-7.48428, 2.02657, -5.38583], [9.24642, -10.37997, 3.12163], [-6.42660, 8.63547, -6.92284], [-6.67684, 7.80870, -9.24590], [-6.18885, 0.75585, -6.94475], [-0.49487, 1.93482, 0.02460], [-2.07973, -0.71975, -0.90393], [-5.27890, 3.06955, -2.99109], [5.30124, 6.58449, 2.64240], [1.85324, -5.72741, 2.96831], [3.72288, -6.56394, 2.85055], [-5.95281, 3.57965, -5.33899], [9.02154, -11.42990, 2.17029], [8.93974, -7.16357, 2.00307], [3.21622, 6.06958, 5.42323], [-3.89994, 7.55052, 2.30625], [-6.44398, 2.10847, -3.58680], [-7.79620, -1.46485, -9.14387], [-2.24022, 7.18855, 3.50765], [-6.45637, 7.34533, -7.90756], [3.49879, 4.84027, 2.42364], [4.11601, -4.15561, 2.77695], [-4.90293, 9.71908, -6.01619], [2.25018, 1.74664, 2.05445], [4.76745, -5.47841, 3.45629], [-1.60132, 5.86233, 4.19197], [-9.82041, -0.75639, -8.74178], [-0.26417, 2.13030, -1.37592], [-1.03621, -3.84859, -1.64674], [11.02033, -5.82590, 6.02566], [-3.13530, 6.79038, 2.46822], [-2.55218, 6.66040, 1.55161], [11.37371, -4.51343, 7.56187], [-4.06135, 2.31525, -2.91860], [-3.49260, -3.96740, -2.57475], [-6.74577, -1.53780, -6.06481], [4.53618, 4.65946, 6.43836], [0.70525, 3.26102, 1.76298], [8.48309, -5.40958, 7.03975], [-4.17686, 8.01788, -7.17337], [-7.68487, -1.44902, -10.22839], [1.65182, 2.18478, 1.25542], [10.60885, -6.04832, 8.04981], [6.05064, -5.70796, 2.85299], [2.63677, -5.88297, 2.22115], [-7.85790, 3.40152, -4.31550], [-6.87342, -0.49959, -7.04548], [-3.69353, -5.08570, 0.57780], [2.44421, -3.80159, 1.59102], [2.97110, 6.83328, 6.16173], [8.12174, -8.51594, 1.17858], [-1.07616, -3.29647, 0.61255], [-8.66107, 0.52614, -9.17758], [3.21340, -4.55799, 1.74627], [-5.12520, -3.32425, 0.86093], [-3.93598, -4.33005, -3.64986], [-3.72196, 5.46742, 2.93752], [9.26840, -4.64771, 7.04861], [11.32150, -4.11780, 4.24678], [-5.81905, 3.78899, -1.87272], [7.80280, -9.81262, 3.59961], [-8.45499, -0.21034, -7.27399], [10.33269, -4.97709, 4.82509], [3.30780, 6.64093, 4.11851], [4.97017, 4.87835, 4.41797], [-1.67348, 1.29229, 0.53799], [10.63610, -5.27182, 7.28403], [0.80553, 1.19965, 0.65875], [1.20473, 4.22095, 1.89422], [-3.87114, 8.69677, -7.97509], [5.31720, 6.18856, 5.95813], [-1.80389, 5.94014, 5.60797], [-5.91495, -2.54371, 1.35699], [0.23811, 2.96292, 2.70582], [4.57598, -5.40134, 4.87380], [-4.55014, -1.09614, -2.90373], [7.71885, -8.41549, 3.30881], [-7.25311, 6.32103, -7.29532], [-4.51153, 5.62581, 3.67760], [-2.37195, 0.19251, -0.58706], [-4.11433, 4.87366, 2.11065], [2.23921, -6.47844, 1.39803], [4.57696, 5.43558, 5.67282], [-7.06019, 2.75796, -4.69922], [-1.73519, -5.10470, -0.49918], [9.73855, -9.05893, 2.31577], [-4.93737, -4.93863, -0.76981], [9.52980, -5.87502, 4.04625], [2.31484, 2.57637, 0.47839], [-5.18142, 4.09024, -4.24981]],
  "forces_ev_per_angstrom": [[0.9, 0.6, 0.1], [-0.1, 0.8, 0.6], [0.0, 0.1, 0.1], [-0.1, 0.0, 0.0], [0.1, 0.1, -0.3], [0.0, 0.3, 0.3], [-0.5, -0.1, -1.0], [0.0, 0.1, -0.1], [-0.6, 0.2, -0.4], [0.8, -0.8, -0.4], [0.1, 0.0, 0.0], [1.0, -1.6, -2.0], [-0.9, 0.3, 0.4], [-3.0, -0.8, -1.1], [0.4, -0.2, 0.5], [0.0, 2.6, 0.6], [0.8, -0.2, -0.4], [-0.1, -0.9, -0.8], [-0.1, 0.0, 0.0], [-0.2, -0.2, -0.1], [3.2, -2.1, -5.3], [0.1, -0.3, 0.0], [-0.9, 0.0, 0.3], [0.0, 0.0, -0.2], [0.0, 0.2, -0.6], [0.1, 0.0, 0.3], [-0.7, 0.0, 0.7], [0.2, 0.0, 0.2], [-0.1, 0.3, -0.1], [0.1, -0.5, -0.8], [-0.2, -0.5, 1.1], [-0.3, -1.0, 0.0], [1.1, 0.6, -0.1], [-2.1, -1.7, -0.8], [-0.1, -0.2, -0.3], [-1.0, -0.7, 0.2], [0.0, 0.0, -0.1], [0.8, 0.5, 0.0], [-0.1, -0.4, -0.8], [0.3, 0.5, 0.9], [0.2, -0.2, 0.2], [-0.3, -0.6, 0.3], [0.2, 0.0, 0.2], [1.0, 0.3, 0.2], [-0.5, -0.4, 0.1], [0.1, -0.7, 0.7], [0.2, 0.2, -0.1], [0.8, 0.5, 0.3], [0.1, -0.8, 0.7], [-0.2, -0.1, -0.2], [-0.2, -0.2, -0.1], [-0.1, 0.2, -0.2], [-0.5, 0.1, -0.2], [0.1, 0.0, 0.3], [-0.7, -0.3, 1.1], [-0.9, 0.2, 1.8], [-0.7, 0.2, -0.6], [0.0, -0.3, -0.7], [-0.1, 0.0, 0.0], [-0.1, 0.0, 0.0], [-1.0, 0.7, 0.3], [-2.2, -1.6, -2.7], [0.0, 1.2, -0.6], [0.0, -0.1, -0.3], [0.4, -0.1, 0.8], [0.0, 0.0, 0.1], [0.2, 0.7, -0.1], [0.2, 0.1, 0.2], [0.4, 0.7, -0.2], [0.0, -0.1, -0.3], [-0.9, 0.0, 0.8], [-0.6, 0.4, 0.1], [0.0, 0.0, -0.1], [0.0, -0.6, 0.0], [-0.8, 1.5, -0.9], [0.2, 0.0, 0.2], [0.1, 0.1, -0.3], [0.0, 0.0, 0.1], [-2.0, 2.0, 4.2], [0.0, -0.1, 0.0], [-0.1, -0.2, -0.7], [-3.0, 2.3, 0.4], [2.8, 1.9, 6.1], [-0.6, 0.3, 0.0], [-0.2, -0.6, 0.3], [-1.0, -0.7, 0.2], [0.7, -0.5, -0.6], [0.7, -0.6, -0.6], [0.7, -0.4, 0.2], [0.1, 0.1, 0.2], [0.9, -0.3, -0.5], [-0.6, 0.2, -0.7], [0.6, 0.8, -0.3], [0.1, 0.5, 0.4], [-1.2, 0.2, -0.1], [-0.2, -0.1, -0.2], [0.0, 0.0, 0.1], [-0.1, 0.0, 0.0], [0.5, 0.0, -1.0], [4.6, -4.6, -2.5], [0.1, 0.0, 0.0], [0.5, 0.0, -1.1], [0.7, -0.4, 0.7], [0.1, 0.7, 0.2], [0.6, 0.7, -0.7], [0.0, 0.0, -0.1], [0.6, -1.3, -0.2], [0.2, -0.1, 0.1], [0.3, -0.1, 0.1], [0.1, 0.5, 0.5], [-0.5, 0.6, -0.2], [0.2, 1.9, -0.2], [-0.1, -0.6, 0.8], [0.8, 1.4, 1.4], [0.8, 0.7, 0.4], [0.0, 0.0, 0.1], [-0.3, -0.3, 1.0]],
  "total_energy_ev": -285892.63513,
  "smiles": "N#CC[C@](C#N)(CC(=O)F)P(O)Br.O=S1(=O)OCCO1.O=S1(=O)OCCO1.O=S1(=O)OCCO1.O=S1(=O)OCCO1.O=S1(=O)OCCO1.O=S1(=O)OCCO1.O=S1(=O)OCCO1.O=S1(=O)OCCO1.O=S1(=O)OCCO1",
  "gap_ev": 8.7
}

***

2.
{
  "formula": "C24H41Cl3N4O2Ru",
  "method": "ωB97M-V/def2-TZVPD",
  "species": ["C", "H", "C", "C", "C", "N", "H", "H", "H", "H", "H", "C", "H", "H", "H", "H", "C", "H", "O", "C", "H", "H", "H", "C", "H", "C", "H", "C", "C", "C", "H", "H", "H", "C", "H", "C", "H", "H", "Ru", "C", "C", "C", "Cl", "C", "C", "H", "H", "C", "C", "H", "H", "N", "N", "H", "H", "H", "H", "Cl", "H", "H", "Cl", "C", "C", "H", "H", "H", "H", "H", "H", "C", "O", "H", "H", "H", "N"],
  "positions_angstrom": [[-0.56369, -4.27070, 0.71580], [4.18544, -2.92743, 1.61786], [-2.23602, 2.66210, 0.38750], [-3.99427, 0.48797, -1.78517], [-3.78529, 3.47850, -0.98554], [-1.79074, 3.81049, -0.13400], [-5.89950, 1.66164, -0.13207], [0.91852, -6.18218, -0.67539], [2.21140, 0.24580, -0.92950], [-0.66885, -2.13802, -0.88518], [4.03382, 0.89459, 0.85939], [-2.81605, 0.17695, 0.34541], [-3.00779, 0.43507, -2.26369], [-0.91443, -3.28548, 1.04606], [1.34996, 4.41556, -1.22675], [0.67213, 5.82537, 0.88641], [-0.36560, 5.54392, 0.67557], [0.09664, -2.97726, -2.42099], [0.32340, -0.37435, 1.28966], [3.21286, -0.07260, -1.30626], [-0.11075, 4.98001, -2.06263], [3.76137, 0.86381, -1.42207], [-4.67089, 1.08998, -2.39664], [-0.38499, 4.20554, -0.02703], [-0.57148, -5.81278, -1.56311], [-2.80377, 4.40558, -0.87065], [-3.08669, -0.88576, 0.30323], [0.28411, 4.21317, -1.39037], [3.96327, -0.91464, -0.30155], [4.02373, -0.18315, 1.02664], [5.90556, -1.93799, -0.23775], [5.23170, -1.69790, -1.86163], [-1.85372, 0.30954, -0.16573], [-0.40697, -3.10375, -1.45911], [0.05113, -0.92254, 4.57459], [0.25870, -4.11723, -0.54991], [-5.02757, 1.32546, 1.39777], [5.92808, -0.33185, -0.99810], [0.80025, -1.07537, -0.97935], [2.08880, -2.45186, -0.82614], [3.40027, -3.06071, 0.90175], [0.43418, -0.96308, 2.42100], [-0.33252, 0.48644, -2.21396], [0.42014, -5.43163, -1.28696], [-5.19359, 0.99523, 0.36956], [-1.43979, -4.89797, 0.49973], [-5.58796, -0.02253, 0.38244], [0.26782, 3.10361, 0.78682], [2.38032, -3.95244, 0.83014], [-2.69376, 0.49628, 1.38355], [0.97805, -5.29233, -2.21712], [1.56757, -3.55873, -0.20560], [-3.34134, 2.36430, -0.30293], [0.33082, 2.17572, 0.20346], [3.15002, -0.53533, -2.28789], [-0.02113, -4.71513, 1.55491], [4.92542, -0.44910, 1.57930], [-1.68624, 0.37826, 3.67175], [-4.69524, 3.53882, -1.53545], [2.08659, -4.75311, 1.47049], [1.15318, 1.10606, 4.11584], [0.00012, -0.19749, 3.75183], [-3.87433, 0.99486, -0.36237], [-2.75175, 5.38269, -1.29474], [0.18704, 3.22118, -1.85633], [1.28940, 3.41461, 1.03117], [3.15556, -0.37688, 1.67272], [-0.29081, 2.88277, 1.70127], [-0.83167, 6.31782, 0.05484], [5.33809, -1.24857, -0.86774], [0.84052, -2.10224, 2.70442], [-4.39367, -0.53143, -1.72609], [-1.41418, -3.44622, -1.71903], [-0.90911, 5.45769, 1.62519], [3.21019, -2.14963, -0.10554]],
  "forces_ev_per_angstrom": [[-0.6, 0.0, 0.3], [0.1, -0.2, 0.2], [1.5, -1.6, -0.3], [0.0, -0.1, -0.3], [0.5, 0.3, -0.4], [-1.3, 0.7, 0.0], [-0.1, 0.0, 0.1], [0.1, -0.1, 0.0], [0.4, 0.2, 0.0], [-0.2, -0.6, -0.3], [0.2, 0.0, 0.0], [0.1, -0.8, 0.2], [-0.2, 0.1, 0.1], [0.1, -0.2, 0.1], [-0.1, 0.0, -0.1], [-0.1, 0.2, 0.0], [0.5, 0.3, 0.2], [0.0, 0.0, 0.2], [0.2, -0.6, 1.8], [0.4, 0.8, -0.3], [-0.1, 0.0, 0.0], [0.1, 0.1, 0.0], [0.0, 0.0, 0.0], [-0.5, -0.4, 0.6], [0.1, 0.0, 0.1], [0.0, -0.3, -0.6], [-0.1, 0.0, 0.1], [0.1, 0.0, -0.2], [-0.2, -0.4, -0.2], [0.1, 0.4, 0.7], [-0.1, 0.1, 0.0], [0.0, 0.0, 0.2], [-0.3, -0.2, 0.3], [-1.2, -0.1, -0.3], [0.0, 0.4, -0.4], [0.4, 0.2, -0.2], [-0.1, 0.0, -0.1], [-0.1, -0.1, 0.1], [-1.9, 1.9, 0.8], [1.6, -1.8, 0.6], [-0.1, -0.2, 0.0], [-0.1, 0.1, -0.8], [-0.9, 1.5, -1.4], [-0.2, -0.3, -0.3], [-0.2, -0.4, 0.1], [0.1, 0.1, 0.1], [-0.2, 0.0, 0.1], [0.8, -0.1, 0.4], [0.1, 0.2, 0.0], [0.0, -0.2, -0.4], [0.1, 0.0, 0.1], [1.1, -0.2, 0.1], [-0.9, 0.9, 0.0], [-0.1, 0.2, 0.2], [-0.1, 0.0, 0.1], [0.0, 0.0, -0.2], [0.0, 0.0, 0.1], [0.2, 0.2, 0.2], [-0.4, -0.1, -0.2], [0.2, -0.2, 0.3], [-0.1, 0.2, 0.0], [0.1, -0.7, -0.6], [0.5, 0.4, 0.7], [0.1, 0.4, -0.2], [0.0, 0.3, 0.1], [0.0, 0.0, 0.0], [0.1, -0.1, -0.4], [0.3, 0.1, -0.2], [0.1, 0.0, 0.1], [0.3, 0.2, -0.2], [-0.1, 0.5, -0.4], [0.0, 0.1, -0.1], [-0.1, -0.3, 0.1], [0.1, 0.1, -0.2], [-0.1, -1.0, -0.1]],
  "spin_multiplicity": 5,
  "total_energy_ev": -75754.21575,
  "s2": 6.014,
  "charge": -2,
  "gap_ev": [1.4, 5.7]
}